Below is 7 unconnected molecules or ions with the total composition C45H91N9O7P4S3 in a non-equilibrium geometry, with properties calculated with wB97M-V/def2-TZVPD.

## Properties
SMILES   CCCCCCCCCCC[C@@]1(CCCS)[C@@H](P(C)O)[C@H](CC(N)(N)N)S(=O)(=O)O[C@]1(PP(=O)(O)O)[PH2]=S.CCCC#N.CCCC#N.CCCC#N.CCCC#N.CCCC#N.CCCC#N
Charge   0
LUMO level   0.16 eV
Frontier orbital gap   8.4 eV
E   -5348.65168 hartree

XYZ file:
```
159
C45H91N9O7P4S3 | the OMol25 dataset | wB97M-V/def2-TZVPD
C 2.828 2.770 5.074
C 4.334 3.001 5.122
C 5.070 2.670 3.820
C 5.469 3.904 3.012
C 5.486 3.703 1.487
C 4.417 4.507 0.732
C 3.284 3.667 0.182
C 2.548 2.967 1.315
C 1.016 3.142 1.251
C 0.329 1.790 1.219
C -1.095 1.867 1.749
C -2.222 0.879 1.379
C -3.481 1.584 1.961
C -4.070 2.765 1.205
C -4.970 2.459 0.017
S -6.322 3.692 -0.077
C -2.468 0.514 -0.119
P -1.837 1.646 -1.475
C -1.860 3.438 -1.045
O -3.132 1.606 -2.549
C -2.022 -0.956 -0.536
C -2.441 -1.453 -1.922
C -1.427 -1.522 -3.099
N -0.094 -1.005 -2.913
N -1.328 -2.972 -3.417
N -1.953 -0.899 -4.290
S -2.957 -2.087 0.529
O -4.233 -2.314 -0.011
O -2.248 -3.289 0.732
O -3.217 -1.245 1.850
C -2.118 -0.418 2.261
P -0.470 -1.337 2.298
P 0.709 -0.583 3.960
O 0.303 0.705 4.497
O 0.875 -1.670 5.080
O 2.166 -0.486 3.327
P -2.565 -0.212 4.077
S -2.261 -1.888 5.009
H 2.272 3.651 5.333
H 2.474 2.416 4.127
H 2.538 2.029 5.790
H 4.726 2.372 5.893
H 4.549 4.028 5.356
H 4.518 1.980 3.210
H 5.985 2.176 4.101
H 6.414 4.275 3.350
H 4.751 4.673 3.233
H 6.432 4.058 1.137
H 5.372 2.663 1.238
H 3.985 5.280 1.348
H 4.877 4.998 -0.100
H 2.629 4.354 -0.326
H 3.639 2.967 -0.549
H 2.780 1.919 1.285
H 2.902 3.431 2.205
H 0.820 3.720 0.369
H 0.751 3.656 2.154
H 0.904 1.199 1.891
H 0.481 1.343 0.243
H -1.008 1.780 2.818
H -1.439 2.868 1.617
H -3.148 2.060 2.861
H -4.280 0.891 2.138
H -4.738 3.209 1.918
H -3.377 3.557 1.036
H -5.412 1.488 0.110
H -4.482 2.517 -0.935
H -5.583 4.795 0.072
H -3.537 0.426 -0.236
H -1.142 3.736 -0.314
H -2.845 3.815 -0.852
H -1.561 3.917 -1.960
H -2.985 2.362 -3.122
H -0.972 -1.139 -0.412
H -3.360 -0.969 -2.163
H -2.722 -2.477 -1.791
H 0.493 -1.586 -2.344
H 0.339 -0.783 -3.787
H -0.451 -3.142 -3.883
H -1.271 -3.509 -2.560
H -2.916 -0.648 -4.179
H -1.393 -0.109 -4.558
H 0.313 -0.904 1.222
H 1.156 -2.497 4.672
H 2.820 -0.499 4.037
H -1.982 0.930 4.635
H -3.944 0.023 4.094
C 5.159 -1.238 -3.220
C 4.315 -1.906 -4.302
C 3.701 -0.900 -5.284
C 2.825 0.032 -4.580
N 2.090 0.674 -4.004
H 4.557 -0.573 -2.597
H 5.597 -1.990 -2.564
H 5.968 -0.654 -3.656
H 3.520 -2.488 -3.831
H 4.935 -2.606 -4.862
H 3.118 -1.418 -6.045
H 4.483 -0.331 -5.784
C -4.196 -5.185 -2.849
C -5.014 -4.149 -3.616
C -5.773 -4.754 -4.803
C -4.847 -5.349 -5.764
N -4.123 -5.810 -6.498
H -3.423 -5.630 -3.478
H -3.697 -4.722 -1.996
H -4.832 -5.986 -2.469
H -4.354 -3.358 -3.973
H -5.734 -3.685 -2.938
H -6.353 -3.987 -5.314
H -6.462 -5.528 -4.462
C -1.246 -8.343 -3.555
C -2.037 -9.103 -2.496
C -1.349 -9.112 -1.128
C -0.041 -9.758 -1.209
N 0.970 -10.260 -1.272
H -0.275 -8.806 -3.737
H -1.785 -8.334 -4.502
H -1.081 -7.308 -3.251
H -2.194 -10.129 -2.834
H -3.021 -8.646 -2.386
H -1.959 -9.649 -0.403
H -1.218 -8.093 -0.766
C 3.006 7.081 8.556
C 2.152 7.892 7.587
C 1.702 7.080 6.367
C 2.854 6.604 5.608
N 3.754 6.237 5.032
H 3.931 6.746 8.087
H 3.278 7.685 9.420
H 2.466 6.203 8.914
H 2.715 8.766 7.256
H 1.267 8.260 8.108
H 1.085 7.691 5.710
H 1.112 6.218 6.678
C 5.440 4.979 -6.894
C 4.759 3.809 -7.594
C 3.998 2.898 -6.624
C 4.904 2.323 -5.637
N 5.619 1.879 -4.885
H 6.194 4.636 -6.184
H 5.943 5.617 -7.620
H 4.715 5.589 -6.353
H 5.508 3.226 -8.132
H 4.058 4.191 -8.337
H 3.515 2.083 -7.165
H 3.224 3.457 -6.098
C -3.948 -6.214 3.793
C -4.686 -5.214 2.911
C -5.333 -5.859 1.679
C -4.346 -6.479 0.806
N -3.608 -6.954 0.100
H -3.119 -6.680 3.258
H -3.532 -5.714 4.667
H -4.618 -7.003 4.141
H -3.988 -4.438 2.594
H -5.466 -4.725 3.498
H -5.861 -5.107 1.093
H -6.052 -6.620 1.985
```